## one
The following is a DFT calculation (the ωB97M-V functional and the def2-TZVPD basis) of a single C4H10S molecule.

The calculation puts the frontier orbital gap at 9.39 eV. The LUMO energy is 1.0 eV. As for the SMILES: CCSCC.

Element x y z (Å)
S  -0.49330  0.25584  -0.77962
C  -0.44273  -2.22678  0.40440
C  -0.19964  1.29470  0.64522
C  1.20771  1.86239  0.83015
C  0.28526  -1.32887  -0.54166
H  1.59257  2.20419  -0.18121
H  -1.05395  2.01717  0.38745
H  0.23574  -3.06300  0.56511
H  -1.30998  -2.53726  -0.13815
H  1.29103  2.68343  1.61108
H  1.32419  -1.23383  -0.17436
H  -0.78998  -1.82899  1.34070
H  -0.57825  0.69120  1.49232
H  0.19484  -1.74188  -1.64917
H  1.88305  1.10689  1.19147

These are the natural (NBO) partial charges, in e, on atoms 1 to 8: S 0.20; C -0.62; C -0.56; C -0.63; C -0.55; H 0.22; H 0.23; H 0.21



## two
The following is a DFT calculation (the ωB97M-V functional and the def2-TZVPD basis) of 2 unconnected molecules or ions with the total composition C4H10S.

The calculation puts the frontier orbital gap at 9.49 eV. The LUMO energy is 1.1 eV. As for the SMILES: C=C.CSC.

Element x y z (Å)
S  -0.32673  0.07682  -1.88443
C  0.37682  -0.82704  3.05595
C  -0.84356  -0.59281  -0.27681
C  1.53214  -0.84437  2.41251
C  -0.20998  1.82268  -1.47610
H  -1.17724  2.32083  -1.44700
H  -0.07114  -1.29675  0.02946
H  2.43470  -0.84510  3.02107
H  -1.73964  -1.19644  -0.42676
H  0.38242  1.92091  -0.56440
H  -0.90134  0.17646  0.48520
H  1.75778  -1.10929  1.39721
H  0.35481  -0.83571  4.13814
H  0.35897  2.35797  -2.23077
H  -0.49614  -0.51413  2.50132

These are the natural (NBO) partial charges, in e, on atoms 1 to 8: S 0.17; C -0.39; C -0.75; C -0.38; C -0.75; H 0.21; H 0.22; H 0.18



So which one wins? Going from most stable to least: one, two.



## one
The following is a DFT calculation (the ωB97M-V functional and the def2-TZVPD basis) of a gas-phase ion, C6H10 (charge -1).

The expectation value of S² is 0.767. The calculation puts the frontier orbital gap (spin up / spin down) at 4.44 / 6.61 eV. The LUMO energy (spin up / spin down) is 4.5 / 4.5 eV. As for the charge: -1. As for the multiplicity: 2.

Element x y z (Å)
C  1.63206  1.61292  1.52824
C  -0.34019  -2.03124  -0.36942
C  -0.16387  0.38440  0.19326
C  -1.52424  -0.37351  -1.74826
C  0.91979  0.36147  1.07456
C  -0.68344  -0.71231  -0.54498
H  1.89721  2.24528  0.67288
H  0.98082  2.25367  2.16076
H  -1.91465  0.65062  -1.69014
H  -2.39208  -1.03888  -1.77188
H  0.21132  -2.37953  0.49001
H  -0.69748  -2.78523  -1.06530
H  -0.52568  1.35803  -0.14034
H  1.03943  -0.48870  1.74781
H  -0.93395  -0.39314  -2.66749
H  2.49495  1.33615  2.13030

These are the natural (NBO) partial charges, in e, on atoms 1 to 8: C -0.63; C -0.66; C -0.36; C -0.62; C -0.37; C -0.07; H 0.18; H 0.15



## two
The following is a DFT calculation (the ωB97M-V functional and the def2-TZVPD basis) of a gas-phase ion, C6H10 (charge -1).

The expectation value of S² is 0.753. The calculation puts the frontier orbital gap (spin up / spin down) at 2.87 / 7.84 eV. The LUMO energy (spin up / spin down) is 4.3 / 4.2 eV. As for the charge: -1. As for the multiplicity: 2.

Element x y z (Å)
C  0.22693  0.07922  -0.51115
C  -0.81274  0.20671  0.34598
C  -1.96308  -0.55311  1.06433
C  1.10327  1.30164  -0.52610
C  0.34213  -1.17774  -1.25213
C  2.10824  1.38975  0.36444
H  -2.50220  -1.33670  0.50292
H  -1.63515  -1.01989  1.97299
H  0.47931  1.95421  -1.21746
H  -0.65608  -1.54993  -1.69811
H  -0.78467  1.03775  1.06131
H  0.67535  -2.01281  -0.70097
H  0.95687  -1.17215  -2.18369
H  2.25409  0.57056  0.95994
H  2.84548  2.07596  0.61626
H  -2.63774  0.20652  1.20145

These are the natural (NBO) partial charges, in e, on atoms 1 to 8: C -0.12; C -0.34; C -0.63; C -0.35; C -0.62; C -0.63; H 0.16; H 0.19



So which one wins? Going from most stable to least: one, two.